Below is C8H16CuO10S2 as an isolated structure, with properties calculated with ωB97M-V with the def2-TZVPD basis set.

```
37
Properties=species:S:1:pos:R:3:lowdin_spin:R:1
Cu 1.740 0.413 -1.518 0.00
S 5.314 0.552 -0.380 -0.03
O 6.498 -0.035 -1.017 0.49
O 4.214 -0.341 -0.061 0.02
O 5.991 1.118 0.785 0.45
O 4.673 1.539 -1.220 0.08
S 0.176 0.380 -4.925 0.00
O -1.036 -0.414 -5.162 0.00
O 0.616 1.028 -6.162 0.00
O -0.017 1.259 -3.837 0.00
O 1.234 -0.548 -4.440 0.00
C -0.852 2.176 3.613 0.00
C -1.552 3.082 2.590 0.00
C -0.349 3.510 1.803 0.00
O 0.289 2.239 1.478 0.00
C 0.272 1.513 2.723 0.00
H -1.577 1.488 4.048 0.00
H -0.412 2.693 4.467 0.00
H -2.069 3.921 3.055 0.00
H -2.276 2.699 1.870 0.00
H 0.441 4.080 2.292 0.00
H -0.638 4.021 0.884 0.00
H 1.241 1.713 3.179 0.00
H 0.183 0.427 2.732 0.00
C -1.798 -3.904 -0.924 0.00
C -2.534 -3.113 0.167 0.00
C -2.147 -1.697 -0.211 0.00
O -0.800 -1.915 -0.424 0.00
C -0.461 -3.254 -0.978 0.00
H -2.221 -3.897 -1.928 0.00
H -1.740 -4.970 -0.705 0.00
H -2.105 -3.326 1.146 0.00
H -3.622 -3.129 0.101 0.00
H -2.259 -1.004 0.623 0.00
H -2.514 -1.277 -1.148 0.00
H 0.319 -3.828 -0.477 0.00
H -0.223 -3.198 -2.040 0.00
```

The HOMO-LUMO gap (spin up / spin down) is 4.4 / 2.9 eV. As for the expectation value of S²: 0.760. The HOMO energy (spin up / spin down) comes out at -0.0124 / -0.0124 Eh. The charge is -2. Its spin multiplicity is 2.

=====

Below is one molecule with the formula C8H16N2, with properties calculated with ωB97M-V with the def2-TZVPD basis set.

```
26
Properties=species:S:1:pos:R:3:nbo_charge:R:1
H 3.090 -0.058 1.777 0.34
N 2.500 0.287 1.022 -0.67
C 1.505 -0.463 0.775 0.10
C 0.943 -0.617 -0.876 -0.03
N 1.552 0.362 -1.671 -0.83
C -0.536 -0.338 -0.558 -0.10
C -1.304 0.279 -1.730 -0.61
C -1.241 -1.639 -0.158 -0.61
C -0.280 0.617 0.636 0.01
C -0.027 1.942 0.365 -0.42
C -0.891 0.274 1.989 -0.63
H 1.315 -1.397 1.324 0.15
H 1.171 -1.639 -1.180 0.20
H 2.546 0.177 -1.771 0.37
H 1.445 1.282 -1.217 0.38
H -0.783 1.131 -2.158 0.22
H -1.416 -0.460 -2.524 0.21
H -2.290 0.601 -1.400 0.21
H -2.266 -1.435 0.149 0.21
H -0.743 -2.159 0.660 0.21
H -1.267 -2.318 -1.011 0.21
H 0.369 2.582 1.139 0.20
H -0.231 2.412 -0.584 0.20
H -0.583 1.010 2.727 0.22
H -1.982 0.270 1.912 0.22
H -0.594 -0.702 2.360 0.20
```

The HOMO-LUMO gap is 8.6 eV. The HOMO energy comes out at -0.3015 Eh.

=====

Below is a 2-piece molecular cluster, C8H16N2 overall, with properties calculated with ωB97M-V with the def2-TZVPD basis set.

```
26
Properties=species:S:1:pos:R:3:nbo_charge:R:1
C 0.027 -3.022 -2.071 -0.61
C 0.449 -3.196 -0.602 -0.44
C 0.792 -1.796 -0.175 0.11
C 0.275 -0.562 -0.456 -0.14
N 0.914 0.333 0.382 -0.53
C 1.865 -0.364 1.028 0.16
N 1.867 -1.655 0.711 -0.46
H -0.736 -3.790 -2.428 0.20
H 0.774 -3.102 -2.875 0.22
H -0.589 -2.157 -2.301 0.20
H -0.387 -3.717 -0.093 0.22
H 1.407 -3.797 -0.538 0.23
H -0.357 -0.194 -1.220 0.22
H 0.628 1.276 0.544 0.42
H 2.647 0.057 1.624 0.20
C -2.204 3.777 -0.415 -0.61
C -1.342 2.688 0.167 -0.40
C -1.385 2.537 1.736 -0.62
H -2.197 4.680 0.188 0.20
H -3.234 3.484 -0.445 0.21
H -1.879 4.025 -1.454 0.22
H -1.656 1.708 -0.245 0.20
H -0.294 2.798 -0.072 0.18
H -1.792 3.475 2.129 0.21
H -2.173 1.773 1.841 0.21
H -0.480 2.179 2.224 0.21
```

The HOMO-LUMO gap is 9.4 eV. The HOMO energy comes out at -0.3144 Eh.

=====

Below is a 2-piece molecular cluster, C8H16N2 overall, with properties calculated with ωB97M-V with the def2-TZVPD basis set.

```
26
Properties=species:S:1:pos:R:3:lowdin_spin:R:1
C 3.354 -0.862 0.581 0.04
C 0.941 -2.303 2.840 0.23
C 2.453 -1.739 1.311 0.21
C 1.809 -2.910 0.884 0.40
N 1.935 -1.426 2.583 0.02
N 0.922 -3.330 1.907 0.06
H 0.230 -2.200 3.769 0.00
H 0.006 -3.664 1.568 0.00
H 2.051 -3.511 0.009 0.01
H 2.869 -0.678 -0.394 0.01
H 4.388 -1.069 0.469 0.01
H 3.346 0.252 0.997 0.00
C -1.367 1.712 -1.424 0.00
C -1.316 0.238 -1.599 0.00
C -2.754 2.410 -1.831 0.00
C -1.229 2.333 -0.009 0.00
H -0.612 2.215 -2.076 0.00
H -1.649 -0.297 -2.541 0.00
H -1.974 -0.170 -0.764 0.00
H -3.717 2.005 -1.329 0.00
H -2.744 3.401 -1.727 0.00
H -3.250 2.454 -2.855 0.00
H -0.322 1.750 0.449 0.00
H -0.875 3.391 0.120 0.00
H -2.180 2.086 0.495 0.00
H -0.314 -0.086 -1.433 0.00
```

The HOMO-LUMO gap (spin up / spin down) is 8.4 / 4.7 eV. As for the expectation value of S²: 0.761. The HOMO energy (spin up / spin down) comes out at -0.4769 / -0.4769 Eh. The charge is +1. Its spin multiplicity is 2.

=====

Below is a 2-piece molecular cluster, C8H16N2O overall, with properties calculated with ωB97M-V with the def2-TZVPD basis set.

```
27
Properties=species:S:1:pos:R:3:nbo_charge:R:1
C 0.995 1.722 1.469 -0.60
C -0.054 1.389 0.421 -0.06
C -1.452 1.346 1.118 -0.58
C -0.039 2.553 -0.525 -0.60
C 0.391 0.078 -0.290 -0.53
C -0.698 -0.567 -0.990 0.49
O -0.754 -0.560 -2.190 -0.57
H 1.377 2.780 1.526 0.21
H 0.650 1.436 2.571 0.20
H 1.867 1.197 1.191 0.21
H -2.251 1.118 0.236 0.20
H -1.435 0.639 1.834 0.20
H -1.566 2.218 1.623 0.21
H -0.311 2.327 -1.648 0.21
H -0.566 3.367 -0.223 0.21
H 0.972 2.923 -0.697 0.21
H 0.850 -0.734 0.369 0.24
H 1.039 0.280 -1.061 0.22
H -1.457 -1.137 -0.244 0.11
C 0.076 -4.904 0.081 -0.60
C 0.487 -3.876 -0.623 0.31
N 0.610 -2.921 -1.377 -0.26
N 1.099 -2.830 -2.593 -0.62
H 0.686 -5.307 0.749 0.21
H -0.834 -5.354 -0.074 0.22
H 1.059 -3.737 -3.045 0.36
H 0.943 -1.998 -3.099 0.40
```

The HOMO-LUMO gap is 9.6 eV. The HOMO energy comes out at -0.3242 Eh.

=====

Below is one molecule with the formula C8H16N2O3S, with properties calculated with ωB97M-V with the def2-TZVPD basis set.

```
30
Properties=species:S:1:pos:R:3:nbo_charge:R:1
C -1.713 1.757 5.166 -0.77
S -1.557 2.078 3.327 0.17
C -0.554 0.534 2.997 -0.52
C -0.656 0.541 1.416 -0.41
C 0.027 -0.754 0.760 -0.15
N 1.360 -1.139 1.071 -0.85
C -0.131 -0.690 -0.713 0.66
O -1.053 -0.182 -1.282 -0.61
N 0.956 -1.341 -1.208 -0.66
C 1.302 -1.438 -2.674 -0.13
C 0.495 -2.729 -3.282 -0.63
C 1.039 -0.027 -3.367 0.79
O 0.697 0.090 -4.520 -0.59
O 1.419 1.060 -2.627 -0.67
H -2.603 1.026 5.414 0.23
H -0.676 1.607 5.691 0.23
H -2.035 2.788 5.536 0.23
H 0.501 0.454 3.383 0.20
H -1.056 -0.228 3.646 0.21
H -0.014 1.403 1.172 0.21
H -1.643 0.627 1.058 0.24
H -0.633 -1.482 1.213 0.21
H 2.047 -0.366 0.946 0.37
H 1.610 -1.461 2.072 0.38
H 1.518 -2.148 -0.548 0.47
H 2.370 -1.605 -2.704 0.22
H 0.893 -3.716 -2.931 0.21
H 0.551 -2.661 -4.422 0.23
H -0.597 -2.763 -2.941 0.23
H 1.123 1.729 -3.252 0.50
```

The HOMO-LUMO gap is 9.2 eV. The HOMO energy comes out at -0.3173 Eh.

=====

Values of energy relative to the best compared isomer or geometry (same formula, charge and spin), in order: 161.77; 76.82; 26.82; 58.54; 116.56; 73.20, all in kcal per mole.